The following is a quantum chemistry calculation of a single C5H4IN molecule in a non-equilibrium geometry, from OMol25.

Cartesian coordinates (Å):
1 C -1.5326 0.9970 1.2464
2 C -0.9567 0.3031 -0.1256
3 C -2.2338 0.1681 0.2743
4 C 0.3864 0.2030 -0.5724
5 C 1.2615 -0.3069 0.5840
6 N 0.7729 0.6776 -1.6629
7 I -3.8829 -0.8350 -0.3599
8 H 1.1263 0.0562 1.5743
9 H 1.0194 -1.3860 0.4698
10 H 2.3024 -0.2624 0.2604
11 H 1.7372 0.3854 -1.6884

Computed properties:
SMILES: [H]/N=C(\C)C1=C=C1I
Frontier orbital gap in eV: 9.48
Energy above the lowest of the compared OMol25 structures with the same formula, charge and spin in eV: 1.4456

The following is a quantum chemistry calculation of C5H4Li2O7 as an isolated structure in a non-equilibrium geometry, from OMol25.

Cartesian coordinates (Å):
1 O 0.0242 -2.5031 -0.0506
2 C 0.0571 -2.6542 1.3469
3 C -1.1565 -1.8404 1.8465
4 O -1.8860 -1.5751 0.6789
5 C -0.9381 -1.4711 -0.4151
6 H -0.0283 -3.7227 1.5952
7 H 1.0009 -2.2730 1.7709
8 H -0.8345 -0.9034 2.3355
9 H -1.7878 -2.3995 2.5489
10 Li 0.6653 2.0069 -0.6313
11 O 0.9854 0.0440 -0.6487
12 O -1.4663 -1.6548 -1.5737
13 O -0.9423 0.9577 -0.1085
14 C -0.2398 -0.0626 -0.3600
15 C 1.2151 4.0464 -2.6434
16 O 1.7246 5.0686 -3.0911
17 O 1.2531 3.6240 -1.4627
18 Li 2.3538 5.3125 -1.1377

Computed properties:
Frontier orbital gap (spin up / spin down) in eV: 2.95 / 2.61
Energy above the lowest of the compared OMol25 structures with the same formula, charge and spin in eV: 0.0000
Net charge: -1
Multiplicity: 2
⟨S²⟩: 0.753

Question: Look up the energy above the lowest of the compared OMol25 structures with the same formula, charge and spin of the first one.
Answer: 1.4456 eV

Question: The lowest energy above the lowest of the compared OMol25 structures with the same formula, charge and spin belongs to which entry?
Answer: C5H4Li2O7

Question: energy above the lowest of the compared OMol25 structures with the same formula, charge and spin of number 1 (C5H4IN)?
Answer: 1.4456 eV

Question: Look up the energy above the lowest of the compared OMol25 structures with the same formula, charge and spin of the first one.
Answer: 1.4456 eV